No. 1
{"formula": "C15H32FN2OPS", "method": "ωB97M-V/def2-TZVPD", "homo_energy_ev": -7.91, "charge": 0, "gap_ev": 8.51, "elements": ["S", "P", "F", "O", "N", "N", "C", "C", "C", "C", "C", "C", "C", "C", "C", "C", "C", "C", "C", "C", "C", "H", "H", "H", "H", "H", "H", "H", "H", "H", "H", "H", "H", "H", "H", "H", "H", "H", "H", "H", "H", "H", "H", "H", "H", "H", "H", "H", "H", "H", "H", "H", "H"], "positions_angstrom": [[3.9317, 1.4096, 2.9020], [-2.3616, -0.7640, 0.8813], [-6.2422, 1.4227, 1.3393], [2.4716, 1.1339, 3.0149], [-0.8787, -1.2587, 1.7546], [1.7943, -0.7248, -3.8542], [-0.0410, -0.1212, 2.2032], [-0.7447, 0.8042, 3.3069], [2.2489, 0.4233, -4.4872], [-4.0800, 1.4463, 0.2896], [4.7936, -0.1589, 3.1157], [-5.5946, 1.8880, 0.1565], [-0.2756, -1.6027, -2.6153], [-1.4548, -0.9460, -1.7573], [3.2624, -1.3968, -5.4009], [4.4655, 2.1328, 4.4646], [3.2220, 0.0841, -5.5142], [2.3772, -1.8870, -4.3580], [0.8353, -0.4989, -2.7617], [-1.9911, -1.9026, -0.5994], [-4.0097, -0.1287, 0.0725], [-3.4334, 2.0015, -0.4500], [-0.9881, -0.0586, -1.2310], [5.5513, 2.2376, 4.4654], [5.8688, 0.0196, 3.1597], [-3.1551, -1.1784, 2.0086], [-1.2466, 1.6557, 2.7596], [-4.9078, -0.5932, 0.5581], [3.7657, 0.7886, -6.1692], [0.1363, -2.5014, -2.0917], [4.5674, -0.7941, 2.2599], [-1.5510, 0.1955, 3.7879], [-2.9957, -2.2800, -0.9491], [0.3932, 0.4858, 1.3661], [-6.0431, 1.4012, -0.7453], [0.2977, 0.4663, -2.9847], [-3.7325, 1.7385, 1.3193], [1.3104, -0.3496, -1.7530], [-2.2675, -0.5229, -2.3967], [4.1473, 1.5005, 5.2949], [-1.1464, -1.7840, 2.5904], [0.0000, 1.2088, 4.0453], [2.1706, -2.9116, -4.0005], [-1.2831, -2.7221, -0.3377], [1.8860, 1.4376, -4.2074], [4.0073, 3.1162, 4.5611], [4.4546, -0.6476, 4.0301], [0.8482, -0.5685, 2.7329], [-4.0727, -0.3448, -1.0260], [-1.9021, 0.5989, 0.8008], [3.9328, -2.0170, -6.0428], [-5.6402, 3.0123, 0.0918], [-0.7009, -1.9455, -3.5999]], "nbo_charge": [1.254, 1.179, -0.384, -0.990, -0.974, -0.351, -0.235, -0.649, -0.063, -0.449, -0.831, 0.052, -0.410, -0.404, -0.292, -0.831, -0.318, -0.100, -0.195, -0.688, -0.762, 0.209, 0.193, 0.228, 0.229, -0.060, 0.198, 0.221, 0.234, 0.208, 0.243, 0.195, 0.222, 0.198, 0.167, 0.204, 0.212, 0.205, 0.218, 0.231, 0.358, 0.230, 0.230, 0.243, 0.212, 0.242, 0.230, 0.214, 0.196, -0.067, 0.218, 0.166, 0.216]}

---

No. 2
{"formula": "C29H30F6GeInN3O4PS2", "method": "ωB97M-V/def2-TZVPD", "de_lowest_ev": 0.000, "homo_energy_ev": [-13.66, -13.72], "charge": 2, "multiplicity": 2, "gap_ev": [7.90, 4.89], "s_squared": 0.76, "elements": ["In", "Ge", "S", "S", "P", "F", "F", "F", "F", "F", "F", "O", "O", "O", "O", "N", "N", "N", "C", "C", "C", "C", "C", "C", "C", "C", "C", "C", "C", "C", "C", "C", "C", "C", "C", "C", "C", "C", "C", "C", "C", "C", "C", "C", "C", "C", "C", "H", "H", "H", "H", "H", "H", "H", "H", "H", "H", "H", "H", "H", "H", "H", "H", "H", "H", "H", "H", "H", "H", "H", "H", "H", "H", "H", "H", "H", "H"], "positions_angstrom": [[0.3580, -0.2296, -0.2160], [-0.0231, -0.4148, 2.6948], [-1.4674, -2.5925, -0.4875], [-0.2198, -1.7592, -2.8035], [-0.9965, 1.8887, -0.8988], [1.2591, -3.8016, -3.4625], [-2.7225, -4.8511, -0.2436], [-3.3886, -3.6677, -1.9227], [2.3632, -1.9598, -3.1650], [1.1414, -2.2159, -4.9404], [-1.5005, -4.7333, -2.0231], [-1.3776, -2.1958, -3.4968], [-1.0964, -2.9483, 0.8489], [0.0572, -0.3242, -2.6784], [-2.3004, -1.4286, -0.6689], [2.4639, -0.0699, -0.7554], [4.3630, 0.7158, -1.5325], [-0.0506, -2.3533, -1.2856], [3.1334, 0.5714, 2.3689], [3.3556, -2.3215, -0.0133], [3.0649, 0.9536, -1.3349], [0.4740, 3.6026, 3.6810], [0.8032, 1.3122, 2.9251], [5.7387, -2.5492, -0.4457], [2.5889, -3.6576, 4.8787], [-2.6979, 1.4362, -1.2902], [1.0062, -1.8512, 3.4763], [4.0801, 3.1388, 2.8958], [2.6992, 2.8646, 3.0443], [4.6494, -0.5579, -1.0579], [2.0684, -4.0030, 3.6388], [2.2074, 1.5627, 2.7653], [4.4657, 0.8599, 2.2433], [-1.9576, -0.4185, 2.8275], [4.9467, 2.1590, 2.5005], [1.5475, -1.5005, 4.7182], [-1.0729, 3.2090, 0.3311], [1.2754, -3.1070, 2.9371], [3.4413, -1.0499, -0.5723], [-0.3175, 2.6833, -2.3795], [-2.3457, -4.0858, -1.2434], [2.3214, -2.4093, 5.4232], [4.5220, -3.0546, 0.0449], [1.8056, 3.8656, 3.5002], [1.2513, -2.4998, -3.6573], [5.8284, -1.2943, -1.0109], [-0.0244, 2.3279, 3.3709], [6.7641, -0.9082, -1.3911], [-3.2194, 2.3397, -1.6120], [0.8404, -3.4091, 1.9969], [2.5884, 1.8755, -1.6244], [4.5028, -4.0472, 0.4738], [2.2006, 4.8503, 3.7196], [1.3716, -0.5199, 5.1490], [-1.5705, 4.0723, -0.1147], [5.0096, 1.3584, -1.9631], [-1.0833, 2.1410, 3.5168], [6.6243, -3.1666, -0.3858], [2.7186, -2.1392, 6.3922], [2.7985, -0.4443, 2.1990], [4.4404, 4.1342, 3.1237], [-1.6477, 2.8852, 1.1993], [-2.2025, -0.5566, 3.8836], [-1.0340, 3.4391, -2.7083], [-2.7177, 0.6935, -2.0868], [6.0040, 2.3696, 2.4114], [0.6153, 3.1943, -2.1396], [2.2658, -4.9830, 3.2243], [2.4217, -2.7254, 0.3545], [3.1991, -4.3641, 5.4255], [-0.1592, 1.9629, -3.1782], [-2.3646, -1.2604, 2.2731], [5.1583, 0.0755, 1.9611], [-3.1923, 1.0171, -0.4154], [-0.1916, 4.3658, 4.0605], [-2.4113, 0.5081, 2.4789], [-0.0753, 3.4972, 0.6610]], "mulliken_spin": [0.330, 0.181, 0.053, -0.002, 0.114, 0.000, 0.001, 0.001, 0.000, 0.000, 0.000, 0.004, 0.022, -0.007, 0.001, 0.007, 0.002, 0.041, 0.018, 0.039, 0.013, -0.009, 0.044, 0.000, 0.010, 0.002, 0.026, 0.015, -0.025, -0.008, -0.002, -0.090, 0.017, 0.020, -0.009, 0.003, 0.002, 0.000, -0.018, 0.014, 0.009, 0.002, 0.011, 0.068, -0.001, -0.001, 0.109, 0.000, 0.003, 0.000, 0.000, 0.000, 0.001, -0.001, 0.004, 0.001, 0.009, 0.000, 0.000, -0.034, 0.000, 0.000, 0.008, 0.006, 0.000, 0.000, -0.001, 0.000, -0.002, 0.000, -0.003, -0.002, 0.001, 0.001, 0.001, -0.002, 0.000]}

---

No. 3
{"formula": "C42H108N10O4", "method": "ωB97M-V/def2-TZVPD", "de_lowest_ev": 2.981, "homo_energy_ev": -11.36, "charge": 2, "gap_ev": 5.31, "elements": ["O", "O", "O", "O", "N", "N", "N", "N", "N", "N", "N", "N", "N", "N", "C", "C", "C", "C", "C", "C", "C", "C", "C", "C", "C", "C", "C", "C", "C", "C", "C", "C", "C", "C", "C", "C", "C", "C", "C", "C", "C", "C", "C", "C", "C", "C", "C", "C", "C", "C", "C", "C", "C", "C", "C", "C", "H", "H", "H", "H", "H", "H", "H", "H", "H", "H", "H", "H", "H", "H", "H", "H", "H", "H", "H", "H", "H", "H", "H", "H", "H", "H", "H", "H", "H", "H", "H", "H", "H", "H", "H", "H", "H", "H", "H", "H", "H", "H", "H", "H", "H", "H", "H", "H", "H", "H", "H", "H", "H", "H", "H", "H", "H", "H", "H", "H", "H", "H", "H", "H", "H", "H", "H", "H", "H", "H", "H", "H", "H", "H", "H", "H", "H", "H", "H", "H", "H", "H", "H", "H", "H", "H", "H", "H", "H", "H", "H", "H", "H", "H", "H", "H", "H", "H", "H", "H", "H", "H", "H", "H", "H", "H", "H", "H"], "positions_angstrom": [[0.0808, 1.2917, -1.5218], [-1.4626, -2.9347, -0.7062], [0.1823, -2.9515, 1.8225], [1.9882, 1.1582, 0.5552], [-0.8199, -2.0506, -6.0436], [2.1927, 1.0408, 5.2928], [-5.3291, -2.2270, -0.0023], [3.0343, 2.6869, -3.7097], [-1.4344, 2.9823, -0.0276], [4.8717, 4.4162, 0.2539], [-3.2703, -2.5964, 1.6498], [-3.3222, -4.7573, 3.3681], [0.9232, 1.7273, 3.0189], [2.4825, 3.3557, -1.0104], [0.0861, 0.2394, -0.8747], [1.6718, 1.8863, -5.6861], [4.1534, 6.6173, -0.7651], [1.7125, 1.9970, 6.3003], [-4.1682, -0.1826, -0.8744], [-5.4618, -0.8464, -0.4089], [3.5763, 3.9373, -4.2305], [1.6133, 3.3606, 5.7833], [3.5857, 1.0948, 5.0634], [-1.8130, -1.6135, -5.0149], [3.6825, 0.3279, -2.9928], [-4.8490, -5.4730, 5.2842], [6.0452, 3.5735, 0.1718], [-2.3552, -1.2782, -7.8769], [1.0140, -0.9644, 1.2374], [-2.1227, -4.4989, 4.2248], [-4.6481, -4.6618, 3.9985], [5.2108, 5.5607, -0.6005], [4.0403, 1.5650, -3.8231], [1.8283, -0.3355, 5.7150], [1.1638, 0.1838, 0.3620], [-1.9044, -0.1489, -4.6643], [-7.8802, -2.4239, 0.1929], [0.5577, -1.8630, -5.5108], [-5.1897, -3.0634, -1.2157], [2.6085, 5.1415, -4.0749], [-0.9337, -1.3078, -7.2835], [-0.7625, -0.8979, -1.1935], [6.1856, 2.7941, -1.1366], [-6.4668, -2.5732, 0.8521], [-2.1313, -5.9695, 1.5852], [0.8070, -2.8129, -4.2896], [-2.2215, -3.1698, 4.9321], [0.3240, -0.6037, 5.5475], [0.1886, -2.0039, 0.9304], [4.1151, 0.3771, 3.7334], [-5.2472, -4.5258, -0.9319], [-0.7140, -1.9585, -0.3375], [4.6101, 4.8545, 1.6585], [4.2220, 3.6492, 2.5793], [1.6858, 2.2531, -4.2183], [-3.1562, -6.0445, 2.7310], [6.9223, 2.0061, -0.9805], [3.7946, 5.5765, 1.6158], [4.1191, 0.7124, 5.9336], [1.5829, -0.9641, 2.1554], [-2.7862, -2.2753, -7.9667], [-4.6996, -6.5445, 5.1512], [0.7022, -0.8080, -5.2781], [-6.2578, -4.8324, -0.6621], [-2.7641, -1.9821, -5.3991], [-7.9457, -2.9667, -0.7501], [3.9364, 2.1265, 5.0350], [1.9430, 2.7031, -6.3549], [5.4453, 5.3931, 2.1062], [1.2610, 1.4543, -3.6104], [-0.3536, 0.0449, 6.1027], [5.0485, 1.8126, -3.4909], [6.0460, 2.8522, 0.9890], [-1.1494, 3.1529, 0.9262], [-1.0856, 2.1380, -0.4584], [3.6968, 4.0943, 3.4244], [4.1622, 1.3317, -4.8809], [-3.0831, -3.1505, 5.5995], [2.3930, 5.2072, -3.0084], [1.4394, 1.5753, 3.8737], [0.6146, 1.6619, -5.8281], [4.3626, -0.5178, -3.0943], [-0.9825, 0.2135, -4.2097], [-1.4057, -3.0694, 5.6479], [2.2023, 0.9420, -5.8088], [-6.2494, -0.7796, -1.1595], [-1.1343, -5.6474, 1.8855], [-5.8605, -5.3385, 5.6675], [-2.4282, 3.1433, -0.1082], [1.1306, -2.2239, -6.3649], [4.0331, 7.2487, 0.1152], [2.7490, -0.1621, -3.2694], [2.6225, 3.7271, 5.5952], [1.3758, 1.4411, 2.1625], [-2.4452, -2.8382, 1.1198], [-2.9086, -6.8228, 3.4529], [-2.5320, -5.3115, 0.8141], [-3.1195, -1.7550, 2.1878], [1.6923, 5.0160, -4.6519], [-0.8688, 3.7214, -0.4199], [1.2866, 4.0130, 6.5931], [-8.1244, -1.3735, 0.0345], [-5.9672, -2.7823, -1.9260], [-3.7625, -0.4908, -1.8379], [-4.8014, -3.5915, 4.1372], [-3.9672, -2.4965, 0.9256], [-2.6738, -0.0580, -3.8975], [-8.6942, -2.8635, 0.7694], [-2.0626, -5.2423, 5.0198], [6.9184, 4.1633, 0.4508], [0.1437, -1.5840, 5.9886], [6.0988, 6.1226, -0.3108], [2.3374, -1.0232, 5.0397], [2.1134, -0.5153, 6.7516], [0.7480, 1.6148, 6.6346], [-4.1142, -5.1546, 6.0236], [-0.2371, -1.8520, -7.9212], [3.9237, -0.6957, 3.7551], [-3.4832, -3.3594, 2.2764], [-5.3782, -5.0938, 3.3141], [1.7362, 4.0223, -0.8736], [-6.3657, -1.9256, 1.7230], [3.0776, 6.0756, -4.3837], [0.0529, -0.5401, 4.4937], [3.2776, 3.6313, -0.4517], [-4.0830, -6.4253, 2.3019], [0.9512, 3.0386, -4.0411], [-3.0244, -0.7853, -7.1717], [-1.4258, -0.9576, -2.0438], [3.1853, 6.1498, -0.9447], [-5.1317, -5.0427, -1.8846], [2.2868, 1.9707, 7.2263], [3.5358, 0.6799, -1.9717], [-5.7768, -0.2228, 0.4277], [-2.1850, -2.3277, 4.2410], [3.5827, 0.7576, 2.8618], [3.4727, 3.0083, 2.1147], [-1.9686, -6.9982, 1.2636], [4.5123, 4.1202, -3.7027], [-4.5457, -4.9607, -0.2200], [0.1320, -3.6688, -4.2803], [5.2787, 2.2050, -1.2730], [5.4774, 5.1952, -1.5921], [0.1341, 1.1021, 3.1000], [0.9522, 3.5387, 4.9353], [5.0976, 3.0836, 2.8979], [2.7054, 3.2638, -1.9912], [-6.3670, -3.5652, 1.2927], [0.6074, 2.6795, 2.9024], [-2.1386, 0.4995, -5.5086], [-4.3085, 0.8891, -1.0153], [-0.5142, -0.3131, -7.1326], [1.8380, -3.1454, -4.1695], [-1.6218, -2.1967, -4.1142], [5.1812, 0.5638, 3.6044], [3.7591, 3.8466, -5.3012], [-2.3220, -0.7514, -8.8306], [2.1247, 2.4538, -0.7299], [4.3852, 7.2047, -1.6536], [-3.3416, -0.3173, -0.1767], [6.3816, 3.3987, -2.0222], [0.5400, -2.3840, -3.3238], [-4.2481, -2.7652, -1.6768], [-1.1973, -4.4632, 3.6499]], "lowdin_charge": [-0.085, -0.034, -0.015, -0.141, -0.188, -0.248, -0.243, -0.207, 0.344, -0.210, 0.322, -0.232, 0.307, 0.306, -0.322, -0.066, -0.084, -0.252, -0.076, -0.254, -0.238, -0.084, -0.238, -0.246, -0.062, -0.065, -0.260, -0.068, -0.028, -0.213, -0.250, -0.268, -0.217, -0.194, -0.276, -0.086, -0.053, -0.216, -0.231, -0.063, -0.272, -0.021, -0.055, -0.234, -0.057, -0.067, -0.089, -0.070, -0.316, -0.037, -0.065, -0.360, -0.197, -0.072, -0.245, -0.262, 0.090, 0.102, 0.126, 0.100, 0.081, 0.080, 0.075, 0.077, 0.106, 0.072, 0.095, 0.085, 0.126, 0.077, 0.072, 0.094, 0.106, 0.133, 0.070, 0.059, 0.110, 0.072, 0.035, 0.040, 0.065, 0.089, 0.050, 0.065, 0.072, 0.119, 0.066, 0.083, 0.155, 0.113, 0.076, 0.058, 0.071, 0.032, 0.071, 0.116, 0.050, 0.127, 0.071, 0.141, 0.096, 0.069, 0.119, 0.054, 0.103, 0.041, 0.056, 0.079, 0.120, 0.126, 0.071, 0.129, 0.111, 0.132, 0.108, 0.064, 0.115, 0.065, 0.056, 0.107, 0.114, 0.109, 0.083, 0.052, 0.070, 0.115, 0.102, 0.051, 0.091, 0.046, 0.092, 0.139, 0.055, 0.120, 0.057, 0.034, 0.048, 0.083, 0.103, 0.066, 0.078, 0.053, 0.099, 0.115, 0.063, 0.071, 0.057, 0.099, 0.118, 0.073, 0.067, 0.096, 0.068, 0.093, 0.078, 0.114, 0.078, 0.047, 0.089, 0.050, 0.069, 0.038, 0.112, 0.105]}

---

No. 4
{"formula": "C3H11NO3", "method": "ωB97M-V/def2-TZVPD", "de_lowest_ev": 0.981, "homo_energy_ev": -10.04, "charge": 0, "gap_ev": 10.43, "smiles": "CCC(N)=O.O.O", "elements": ["O", "O", "O", "N", "C", "C", "C", "H", "H", "H", "H", "H", "H", "H", "H", "H", "H", "H"], "positions_angstrom": [[0.2178, -2.7025, 2.9320], [0.6333, 1.2776, -1.8590], [0.9596, -1.5766, -3.3233], [-0.4615, -0.4536, -0.9235], [-0.1840, 1.5624, 1.5198], [0.0183, 0.8221, -0.9005], [-0.5773, 1.8504, 0.1110], [-0.3478, -2.5080, 2.1835], [-0.3670, 0.5477, 1.8370], [1.0367, -0.5862, -3.3738], [0.7821, -3.4626, 2.7797], [-1.6443, 1.7500, -0.0517], [-0.4447, 2.2778, 2.3410], [0.9010, 1.5487, 1.6356], [-0.4208, -0.8194, -1.8669], [1.3086, -1.5831, -2.4183], [-0.1760, 2.7828, -0.2796], [-1.2340, -0.7274, -0.3430]], "nbo_charge": [-0.950, -0.637, -0.937, -0.852, -0.626, 0.689, -0.489, 0.472, 0.207, 0.483, 0.479, 0.213, 0.225, 0.216, 0.417, 0.462, 0.241, 0.390]}

---

No. 5
{"formula": "C5H9NO", "method": "ωB97M-V/def2-TZVPD", "de_lowest_ev": 1.515, "homo_energy_ev": -10.51, "charge": 0, "gap_ev": 11.37, "smiles": "COC(C)(C)C#N", "elements": ["O", "N", "C", "C", "C", "C", "C", "H", "H", "H", "H", "H", "H", "H", "H", "H"], "positions_angstrom": [[-0.7320, -0.6849, 0.5763], [1.0926, -1.0395, -2.2883], [-0.0873, 0.2292, -0.2857], [0.5597, -0.4885, -1.4217], [-0.0512, -1.7973, 1.1293], [0.9820, 1.1036, 0.3870], [-1.2344, 1.0955, -0.8113], [0.5704, 1.5470, 1.2984], [-1.9628, 0.4741, -1.3375], [1.8878, 0.5435, 0.6360], [1.2675, 1.9109, -0.2969], [0.1680, -1.6190, 2.1888], [-0.7348, -2.6499, 1.0549], [0.8755, -2.0567, 0.6027], [-0.8710, 1.8784, -1.4821], [-1.7298, 1.5538, 0.0501]], "nbo_charge": [-0.531, -0.317, 0.168, 0.253, -0.257, -0.624, -0.596, 0.225, 0.230, 0.223, 0.225, 0.179, 0.195, 0.185, 0.217, 0.225]}

---

No. 6
{"formula": "C13H8BrNOS", "method": "ωB97M-V/def2-TZVPD", "homo_energy_ev": -7.93, "charge": 0, "gap_ev": 7.82, "smiles": "Brc1ccc(-c2cnc(-c3cccs3)o2)cc1", "elements": ["Br", "S", "O", "N", "C", "C", "C", "C", "C", "C", "C", "C", "C", "C", "C", "C", "C", "H", "H", "H", "H", "H", "H", "H", "H"], "positions_angstrom": [[5.8709, 1.3578, 1.8844], [-2.5295, -3.0457, 0.2119], [-0.0897, -0.7645, -0.6296], [-1.8194, 0.7741, -0.7366], [-4.2236, -3.1324, 0.4661], [2.1922, 2.1559, 0.0559], [-1.4896, -0.4645, -0.6831], [-4.9044, -2.0166, 0.1052], [3.4125, 2.3565, 0.6551], [4.2972, 1.2495, 0.8539], [-3.9744, -0.9914, -0.3417], [-0.5523, 1.4241, -0.7432], [0.4415, 0.4557, -0.7052], [4.0299, 0.0971, 0.2762], [-2.5964, -1.3190, -0.2289], [1.8179, 0.8371, -0.3464], [2.8646, -0.0727, -0.3782], [4.7359, -0.6462, 0.3597], [-4.7911, -4.0524, 0.7500], [1.5697, 3.0230, -0.0296], [3.7339, 3.3521, 1.0352], [2.5924, -1.0790, -0.8415], [-0.2702, 2.4528, -0.3911], [-5.9892, -1.8898, 0.0632], [-4.3287, -0.0615, -0.6615]], "nbo_charge": [0.064, 0.446, -0.400, -0.411, -0.412, -0.186, 0.450, -0.266, -0.226, -0.057, -0.188, -0.107, 0.239, -0.266, -0.267, -0.072, -0.170, 0.227, 0.248, 0.217, 0.232, 0.222, 0.219, 0.234, 0.230]}